Entry 1:
ORCA calculation (the ωB97M-V functional and the def2-TZVPD basis) on a structure of composition C48H42N7O2S4V at a distorted geometry.

Values from the calculation:
Expectation value of S² = 3.77
Spin multiplicity = 4
HOMO (spin up / spin down) = -0.29822 / -0.33569 Eh
Calculated total energy = -134000.472 eV
Charge = +1
M = 928.12 g/mol
E_LUMO (spin up / spin down) = -2.28 / -2.28 eV

Each line ends with the Löwdin charge.
Geometry (Å):
V1 -0.167000 -0.267700 0.157000  0.490
S1 2.097600 -0.204300 1.411500  0.677
C1 2.064000 -1.676800 0.552400  -0.750
C2 3.029600 -2.684300 0.676400  -0.085
C3 2.809700 -3.890800 0.054000  -0.060
C4 1.644100 -4.059500 -0.699300  -0.069
C5 0.780400 -2.993200 -0.836700  -0.128
N1 0.971900 -1.816900 -0.229200  -0.120
H1 3.909000 -2.490000 1.271200  0.105
H2 3.518000 -4.698700 0.152700  0.110
H3 1.422900 -4.999400 -1.180200  0.100
H4 -0.106900 -3.082800 -1.454100  0.109
N2 0.557700 1.196900 -0.817000  -0.389
S2 0.791100 2.575200 -0.342800  0.818
N3 -0.267000 3.711800 -0.950100  -0.360
S3 -1.489200 4.324700 -0.221200  0.895
N4 -2.365800 3.468000 0.730300  -0.354
S4 -2.604900 1.843400 0.458100  0.834
N5 -1.519300 0.972100 0.896300  -0.333
C6 -4.122500 1.590400 1.402800  -0.298
C7 -4.992200 2.622800 1.700500  -0.088
C8 -6.160300 2.335500 2.387700  -0.059
C9 -6.448100 1.033700 2.769000  -0.055
C10 -5.564200 0.007500 2.475600  -0.040
C11 -4.393300 0.292000 1.796300  -0.044
C12 -3.150400 1.880900 -1.288200  -0.287
C13 -2.222100 1.669900 -2.293700  -0.110
C14 -2.613900 1.833200 -3.614700  -0.064
C15 -3.920200 2.185700 -3.916200  -0.067
C16 -4.842300 2.374000 -2.900400  -0.055
C17 -4.456700 2.227800 -1.577800  -0.058
C18 -2.515700 4.994700 -1.531200  -0.297
C19 -3.740800 5.527700 -1.156700  -0.063
C20 -4.583100 6.031000 -2.129800  -0.054
C21 -4.193200 6.007700 -3.462000  -0.055
C22 -2.957700 5.491100 -3.821100  -0.057
C23 -2.111300 4.977100 -2.854500  -0.063
C24 -1.121800 5.781400 0.759600  -0.314
C25 -1.577300 5.854800 2.065200  -0.066
C26 -1.326700 6.997900 2.800500  -0.054
C27 -0.626300 8.051400 2.234200  -0.053
C28 -0.189200 7.972900 0.919200  -0.050
C29 -0.440100 6.836600 0.171400  -0.060
C30 0.929300 3.154000 1.384500  -0.300
C31 1.398600 4.451000 1.505900  -0.094
C32 1.464400 5.036100 2.758400  -0.069
C33 1.082700 4.314200 3.878200  -0.060
C34 0.635400 3.009700 3.746200  -0.042
C35 0.545400 2.423800 2.491800  -0.111
C36 2.325400 3.228100 -1.041900  -0.307
C37 3.504500 2.636500 -0.618500  -0.054
C38 4.711600 3.119000 -1.100500  -0.051
C39 4.732500 4.194900 -1.975400  -0.066
C40 3.546600 4.781700 -2.385600  -0.067
C41 2.335600 4.292100 -1.925800  -0.082
H5 -4.737600 3.628900 1.404200  0.095
H6 -6.842400 3.135400 2.627200  0.110
H7 -7.355800 0.818800 3.309900  0.111
H8 -5.765500 -1.007800 2.777400  0.110
H9 -3.669900 -0.476200 1.570300  0.086
H10 -1.200800 1.403500 -2.037600  0.070
H11 -1.888700 1.697900 -4.404100  0.118
H12 -4.219900 2.312100 -4.945000  0.113
H13 -5.859800 2.646100 -3.132300  0.114
H14 -5.166600 2.391300 -0.782700  0.106
H15 -4.017100 5.533800 -0.112700  0.112
H16 -5.538300 6.449600 -1.853400  0.114
H17 -4.855300 6.397400 -4.219200  0.113
H18 -2.652400 5.491400 -4.855000  0.116
H19 -1.152800 4.548200 -3.095900  0.107
H20 -2.104900 5.011600 2.477900  0.109
H21 -1.671800 7.064400 3.818700  0.116
H22 -0.414100 8.932400 2.819800  0.114
H23 0.347300 8.798700 0.480000  0.114
H24 -0.107500 6.756600 -0.852800  0.120
H25 1.716300 5.005200 0.635000  0.111
H26 1.812400 6.054100 2.853400  0.114
H27 1.151400 4.767300 4.855400  0.111
H28 0.358600 2.436900 4.619100  0.115
H29 0.179000 1.409000 2.390300  0.040
H30 3.461900 1.813500 0.082800  0.069
H31 5.637600 2.658200 -0.792900  0.112
H32 5.673200 4.573900 -2.345200  0.109
H33 3.563100 5.620800 -3.063700  0.107
H34 1.397300 4.724100 -2.235300  0.088
O1 -0.936800 -5.462900 4.030700  -0.025
C42 -2.278600 -5.324400 3.655500  -0.249
N6 -2.269200 -4.555500 2.435700  0.103
C43 -3.275900 -3.745800 2.047800  -0.464
O2 -4.327000 -3.628200 2.640000  0.090
C44 -2.963200 -2.994800 0.784300  -0.116
C45 -3.762900 -3.158100 -0.354100  0.027
C46 -3.436700 -2.412200 -1.479300  -0.017
C47 -2.380100 -1.522900 -1.427700  -0.089
N7 -1.642100 -1.325500 -0.321200  -0.111
C48 -1.932800 -2.076900 0.756700  -0.096
H35 -0.876800 -6.000700 4.826800  0.100
H36 -2.868800 -4.776300 4.406100  0.134
H37 -2.758200 -6.306900 3.485700  0.138
H38 -1.416700 -4.635800 1.900200  0.151
H39 -4.598500 -3.838600 -0.339300  0.129
H40 -4.002600 -2.531400 -2.390400  0.116
H41 -2.106900 -0.933700 -2.294600  0.117
H42 -1.314200 -1.902900 1.641700  0.145

Cartesian forces, eV/Å:
V 1.42 0.80 2.03
S 0.14 0.32 0.77
C 0.26 0.12 0.15
C -0.03 -0.30 -0.25
C -0.11 0.28 0.08
C -0.16 0.07 -0.16
C 0.14 -0.58 -0.20
N 1.55 -2.02 -0.46
H -0.01 -0.02 0.07
H 0.08 -0.09 0.01
H 0.00 -0.03 -0.10
H 0.02 0.00 0.03
N 1.14 2.73 -0.72
S 0.59 -0.75 -1.01
N -0.77 0.84 0.06
S 0.07 -0.40 -0.14
N -0.16 0.25 0.03
S 0.33 -0.07 0.49
N -1.84 1.12 0.27
C 0.24 0.37 -0.33
C 0.02 0.11 0.01
C 0.01 0.10 0.01
C 0.03 -0.01 0.00
C 0.07 0.05 0.00
C 0.33 -0.07 -0.25
C -0.02 -0.17 0.57
C 0.27 -0.12 0.07
C -0.01 -0.08 0.11
C 0.07 -0.08 -0.04
C 0.00 0.01 0.06
C -0.19 0.04 -0.06
C 0.23 0.04 -0.13
C 0.10 -0.05 0.18
C 0.05 0.03 0.01
C 0.12 -0.02 0.03
C -0.14 0.13 0.00
C 0.20 -0.08 0.29
C -0.41 -0.06 0.14
C -0.12 -0.22 -0.21
C 0.08 0.13 0.00
C -0.03 -0.11 0.01
C 0.05 -0.05 -0.02
C -0.04 -0.24 -0.16
C 0.01 -0.14 -0.41
C 0.28 0.21 0.24
C 0.14 -0.03 -0.08
C 0.05 -0.02 0.01
C 0.00 0.06 -0.04
C -0.16 -0.46 0.09
C -0.28 0.20 0.20
C -0.09 -0.16 0.10
C -0.09 -0.02 0.00
C -0.02 -0.02 -0.02
C 0.01 -0.03 -0.06
C -0.20 0.01 0.02
H -0.08 0.11 0.01
H -0.10 0.08 0.05
H -0.13 -0.01 0.04
H -0.03 -0.14 0.05
H -0.03 -0.12 0.03
H -0.06 0.03 -0.07
H 0.04 -0.05 -0.06
H -0.04 0.02 -0.12
H -0.12 0.03 -0.03
H -0.12 0.00 0.00
H -0.12 0.05 0.10
H -0.09 0.01 0.05
H -0.05 0.06 -0.09
H 0.04 -0.04 -0.13
H 0.12 -0.04 -0.14
H -0.07 -0.08 0.16
H -0.05 -0.01 0.16
H -0.02 0.11 0.03
H 0.06 0.07 -0.08
H 0.08 0.06 -0.15
H 0.03 0.05 -0.01
H 0.06 0.06 0.02
H -0.01 0.04 0.11
H -0.03 -0.03 0.04
H 0.10 0.28 0.03
H 0.07 -0.13 0.02
H 0.05 -0.05 0.08
H 0.09 0.03 0.00
H -0.01 0.07 -0.09
H -0.01 0.13 -0.06
O 0.27 0.03 -0.03
C -0.80 -0.16 0.34
N 0.38 -0.16 0.20
C 0.58 -0.18 -0.14
O -0.34 0.10 0.05
C -0.36 0.08 -0.24
C 0.51 0.43 0.19
C -0.19 -0.33 0.24
C 0.09 0.11 -0.02
N -2.80 -2.01 -1.48
C -0.06 -0.16 0.07
H -0.03 0.00 -0.06
H 0.09 -0.11 -0.22
H 0.19 0.27 0.06
H -0.14 0.10 -0.13
H -0.09 -0.09 -0.01
H 0.00 0.08 -0.10
H -0.01 -0.03 0.09
H -0.10 -0.07 -0.02

---

Entry 2:
ORCA calculation (the ωB97M-V functional and the def2-TZVPD basis) on a structure of composition C28H35BBr2IN5O2PtS2 at a distorted geometry.

Values from the calculation:
Spin multiplicity = 1
HOMO = -0.48472 Eh
Calculated total energy = -214902.769 eV
Charge = +2
M = 1030.36 g/mol
E_LUMO = -10.62 eV

Each line ends with the Löwdin charge.
Geometry (Å):
C1 4.443954 2.066102 -2.290738  0.140
C2 3.292162 2.860833 -2.327881  -0.055
C3 1.948134 2.199010 -2.118859  -0.133
N1 1.914771 0.841012 -2.315461  0.204
C4 0.654937 0.370610 -2.144448  -0.134
C5 0.450512 -1.132758 -2.375118  -0.112
C6 1.696960 -1.945362 -2.759045  -0.636
Br1 2.057218 -2.375732 -4.638780  0.886
C7 2.535853 -2.314746 -1.744973  -0.636
C8 3.879603 -3.097694 -1.862029  -0.156
Br2 2.014412 -1.783763 0.056689  0.972
C9 -0.871076 -1.756468 -2.271138  0.031
B1 -0.968135 -3.346055 -2.583848  -0.566
N2 -0.141148 -4.335098 -1.879762  0.184
O1 -1.910636 -3.812317 -3.532097  0.119
C10 -2.067954 -0.948370 -1.929104  -0.085
C11 -3.434580 -1.650186 -1.875628  -0.153
C12 -3.584893 -2.717278 -0.715587  -0.165
C13 -3.153092 -2.223963 0.721442  -0.177
C14 -4.029509 -0.964707 1.123272  -0.231
C15 -4.597076 -1.115804 2.599999  -0.162
C16 -4.557013 0.333934 3.253835  -0.168
C17 -3.264336 0.571970 4.111690  -0.210
O2 -2.081117 0.311350 3.339256  -0.222
C18 -1.498963 1.518123 2.857916  -0.148
C19 -1.834367 0.526926 -1.685789  -0.405
I1 -3.501968 1.768853 -1.194415  1.142
C20 -0.509349 1.179190 -1.790926  -0.236
N3 -0.464730 2.550242 -1.571981  0.140
C21 0.767715 3.042236 -1.738950  -0.189
C22 0.946785 4.579926 -1.560875  -0.122
C23 1.218842 5.005334 -0.071083  -0.211
C24 2.272352 4.110546 0.675947  -0.475
S1 1.464022 2.634741 1.451416  0.891
C25 2.825525 1.791819 2.294831  -0.969
S2 4.211149 2.624349 2.635380  0.769
N4 2.758721 0.403915 2.672277  -0.170
C26 3.886012 -0.385340 2.525371  -0.143
C27 3.571474 -1.725032 3.012574  -0.109
N5 2.226688 -1.599032 3.385699  0.011
C28 1.713153 -0.381788 3.221159  -0.126
H1 4.568439 1.397405 -1.411834  0.094
H2 5.156077 2.167017 -3.138168  0.103
H3 3.420335 3.939837 -2.556013  0.124
H4 4.693298 -2.314270 -1.916714  0.093
H5 4.089838 -3.679653 -0.929218  0.100
H6 3.943147 -3.797280 -2.775161  0.016
H7 0.227070 -3.936120 -1.011300  0.056
H8 0.633203 -4.610321 -2.491050  0.088
H9 -1.424734 -4.404433 -4.138153  0.123
H10 -4.307308 -0.950190 -1.837086  0.078
H11 -3.553080 -2.213344 -2.848078  0.140
H12 -4.673566 -2.994818 -0.632434  0.138
H13 -3.048242 -3.684895 -0.917672  0.113
H14 -3.323140 -3.096743 1.411189  0.122
H15 -2.059696 -1.982445 0.750791  0.109
H16 -4.822012 -0.761193 0.361429  0.092
H17 -3.319800 -0.093635 1.164884  0.040
H18 -5.673275 -1.431372 2.615579  0.117
H19 -3.963173 -1.851792 3.156363  0.114
H20 -4.622876 1.090479 2.427261  0.103
H21 -5.431689 0.500920 3.930763  0.118
H22 -3.261422 1.632032 4.493180  0.126
H23 -3.287006 -0.102368 5.002745  0.134
H24 -1.327608 2.264293 3.681010  0.107
H25 -2.142133 1.999837 2.068081  0.082
H26 -0.497493 1.266384 2.422275  -0.001
H27 1.681012 5.001688 -2.294790  0.116
H28 -0.041858 5.032994 -1.854643  0.133
H29 0.281051 5.117422 0.539536  0.125
H30 1.657672 6.042286 -0.105007  0.130
H31 3.173594 3.840669 0.075798  0.065
H32 2.654557 4.718899 1.542120  0.073
H33 4.874459 -0.083950 2.132546  0.105
H34 4.224501 -2.613895 3.071606  0.112
H35 0.692543 -0.025174 3.448148  0.120
Pt1 4.528303 -3.063799 -4.398217  0.305

Cartesian forces, eV/Å:
C -1.32 0.88 -0.20
C -0.44 -1.82 0.20
C 1.47 1.38 0.95
N -2.41 1.61 0.60
C -0.28 -0.89 -0.05
C -1.43 -0.49 -0.34
C 0.07 0.36 2.22
Br 0.08 0.31 1.35
C 0.28 -0.34 -1.32
C -0.26 1.79 0.95
Br 0.31 -0.45 -1.39
C 0.19 1.79 0.20
B -1.08 -1.20 -0.03
N 0.01 1.72 -0.59
O 2.13 1.19 0.12
C 1.84 0.17 -0.41
C -0.04 -0.10 -0.32
C 0.23 -0.55 0.95
C -0.85 0.03 -0.92
C 1.08 -0.75 1.08
C -0.21 1.37 -0.46
C 0.24 -0.38 0.47
C -1.08 0.20 -0.08
O 0.15 0.81 0.33
C 0.25 0.11 -0.13
C 0.58 0.00 -0.11
I 1.36 -0.90 -0.53
C -1.74 -1.28 0.08
N 2.92 -1.05 -0.78
C -0.56 0.43 -0.35
C -1.22 -0.28 -0.09
C 0.71 0.20 -0.08
C 0.23 1.16 1.23
S 0.68 -0.87 -0.30
C 1.16 1.08 0.32
S -0.92 -0.57 -0.39
N -0.25 0.79 -0.69
C 0.67 -3.39 1.06
C -1.56 5.09 -1.06
N -0.85 -0.70 0.61
C 2.66 -1.50 -0.86
H -0.15 -0.38 -1.41
H 0.28 0.41 1.48
H -0.52 -0.99 -0.65
H -0.66 -0.75 0.04
H -0.30 0.21 -0.96
H -0.30 -0.07 0.53
H 0.24 -0.34 -0.41
H -0.27 -0.60 0.52
H -0.82 -0.28 0.36
H 1.10 -0.31 0.11
H 0.31 0.53 0.85
H 1.01 0.34 -0.38
H -0.36 0.96 -0.23
H 0.16 0.95 -0.57
H -0.78 -0.16 0.02
H 0.51 -0.18 0.75
H -0.83 -0.71 -0.19
H 1.09 -0.10 -0.18
H -0.64 0.71 -0.31
H 0.01 -0.52 0.75
H 0.65 -0.13 -0.54
H 0.08 -0.95 -0.31
H 0.21 0.38 -0.79
H -0.19 -0.61 -0.63
H 0.56 -0.32 0.55
H -1.12 0.16 0.22
H -0.44 -0.50 0.89
H 0.94 -0.50 0.22
H 0.79 -0.42 -0.74
H -0.39 -1.01 0.05
H -0.86 -0.02 0.37
H -0.27 -0.66 -0.85
H -1.16 0.34 0.31
H -0.87 0.68 0.06
H 0.92 -0.35 -0.10
Pt -0.71 0.21 -0.10